a | 11
Properties=species:S:1:pos:R:3:nbo_charge:R:1 method="wB97M-V/def2-TZVPD" spin_multiplicity=1 orbital_gap_ev=8.882
O -1.767 -0.721 -0.626 -0.6990
C -1.029 0.385 -0.282 0.2232
C 1.163 0.879 0.801 -0.2591
C 1.070 -0.584 0.591 -0.1587
O 0.382 0.099 -0.503 -0.4339
H -1.655 -0.869 -1.573 0.4739
H -1.206 1.261 -0.920 0.1652
H -1.254 0.628 0.766 0.2000
H 2.068 1.209 0.271 0.1243
H 0.383 -1.176 1.197 0.1814
H 1.896 -1.171 0.185 0.1828

---

b | 11
Properties=species:S:1:pos:R:3:nbo_charge:R:1 method="wB97M-V/def2-TZVPD" spin_multiplicity=1 orbital_gap_ev=11.352
O -1.042 -0.782 0.101 -0.5429
C -0.897 0.655 0.047 -0.0969
C 0.603 0.461 -0.089 0.0469
C 0.324 -0.857 0.629 -0.1017
O 0.898 0.145 -1.430 -0.7012
H 0.206 -0.502 -1.658 0.4686
H -1.392 1.123 -0.808 0.1908
H -1.223 1.106 0.991 0.1745
H 1.325 1.201 0.258 0.1875
H 0.281 -0.888 1.724 0.1825
H 0.920 -1.686 0.232 0.1920

---

The structure with the greatest stability is b.

---

a | 20
Properties=species:S:1:pos:R:3:nbo_charge:R:1 method="wB97M-V/def2-TZVPD" spin_multiplicity=1 smiles="Cc1ccc2oc(=O)ccc2c1" orbital_gap_ev=8.140
C 2.766 1.749 0.061 -0.6363
C 1.464 1.073 -0.033 -0.0656
C 0.568 1.733 -0.796 -0.1655
C -0.771 1.184 -1.013 -0.2370
C -1.257 -0.095 -0.534 0.3458
C -2.831 -1.777 -0.056 0.7126
C -1.884 -2.423 0.695 -0.3712
C -0.619 -1.951 0.760 -0.0676
C -0.237 -0.739 0.229 -0.1552
C 1.088 -0.116 0.580 -0.1434
H 3.551 1.231 -0.491 0.2366
H 2.920 2.012 1.139 0.2279
H 2.413 2.839 -0.236 0.2140
H 0.941 2.664 -1.294 0.2183
H -1.356 1.639 -1.782 0.2145
H -2.183 -3.224 1.349 0.2457
H 0.235 -2.562 1.032 0.2140
H 1.663 -0.673 1.185 0.2011
O -2.466 -0.520 -0.651 -0.4420
O -4.004 -2.044 -0.145 -0.5468

---

b | 20
Properties=species:S:1:pos:R:3:nbo_charge:R:1 method="wB97M-V/def2-TZVPD" spin_multiplicity=1 orbital_gap_ev=7.461
C 0.628 -1.459 -0.400 0.3197
C -0.009 -2.301 0.462 -0.3033
C -1.314 -1.930 0.946 -0.1888
C -1.836 -0.621 0.777 -0.2119
C -0.950 0.344 0.285 -0.0301
C -1.260 1.684 0.510 -0.2355
C -0.485 2.611 -0.069 -0.1611
C 0.722 2.271 -0.708 -0.2954
C 1.100 0.989 -0.953 0.3235
C 0.179 -0.069 -0.484 -0.1449
H 2.396 -2.740 -0.050 0.5061
H 0.471 -3.340 0.645 0.2083
H -1.924 -2.674 1.530 0.2203
H -2.825 -0.278 1.149 0.2213
H -2.143 1.813 1.157 0.2170
H -0.554 3.758 0.331 0.2129
H 1.360 3.093 -0.962 0.2242
H 2.388 -0.166 -1.502 0.5049
O 1.930 -1.773 -0.774 -0.7165
O 2.126 0.789 -1.890 -0.6705

---

The structure with the greatest stability is a.

---

a | 15
Properties=species:S:1:pos:R:3:mulliken_spin:R:1 method="wB97M-V/def2-TZVPD" s_squared=0.7518 total_charge=-1 spin_multiplicity=2 orbital_gap_ev="1.531 / 8.815"
C 0.049 -0.132 1.145 -0.0193
C -0.716 1.147 1.417 0.7699
S -2.047 1.395 0.169 0.1618
N 0.563 -0.051 -0.225 0.0717
C 0.427 -1.233 -1.042 0.7153
O 1.436 -1.230 -2.072 -0.3220
H -0.576 -1.018 1.375 -0.0306
H 0.898 -0.387 1.795 -0.0750
H -1.159 1.273 2.399 -0.0443
H -0.079 2.023 1.256 -0.0313
H -1.369 1.978 -0.844 -0.1098
H 1.455 0.415 -0.249 -0.1235
H -0.522 -1.155 -1.583 0.0317
H 0.520 -2.274 -0.689 0.0529
H 1.119 -0.752 -2.851 -0.0476

---

b | 15
Properties=species:S:1:pos:R:3:mulliken_spin:R:1 method="wB97M-V/def2-TZVPD" s_squared=0.7508 total_charge=-1 spin_multiplicity=2 orbital_gap_ev="1.673 / 7.312"
C -4.200 -0.379 -0.142 0.3327
C -4.664 0.931 0.568 1.0368
S -3.198 2.049 0.745 0.3408
H -4.987 -1.083 0.159 -0.0860
H -3.151 -0.629 0.088 -0.0799
H -4.092 -0.354 -1.189 -0.1426
H -5.501 1.387 0.020 -0.1851
H -4.738 0.597 1.685 -0.2186
H -2.567 1.377 1.907 -0.1295
C 6.730 -0.659 -0.293 0.2420
N 5.661 -0.465 -1.087 0.2051
O 6.698 -0.570 0.997 -0.0907
H 7.559 -1.287 -0.791 -0.0141
H 5.722 -0.794 -2.088 -0.1134
H 4.727 -0.120 -0.578 -0.0976

---

The structure with the greatest stability is a.

---

a | 20
Properties=species:S:1:pos:R:3:nbo_charge:R:1 method="wB97M-V/def2-TZVPD" total_charge=+1 spin_multiplicity=1 orbital_gap_ev="8.007 / 8.009"
C 0.686 -0.538 0.417 0.2344
C 2.097 -0.299 0.119 0.1904
C -4.163 1.102 0.135 -0.4878
N -2.817 0.662 0.283 -0.0143
N 2.682 0.591 0.812 -0.1466
N -0.082 -1.415 -0.169 -0.6671
N 2.848 -0.820 -0.904 -0.8237
N 3.861 1.035 0.621 -0.5335
N -2.461 -0.428 -0.016 -0.3645
H -4.866 0.363 -0.260 0.1935
H -4.473 1.325 1.179 0.2495
H -4.133 2.005 -0.345 0.2409
H 0.413 -2.104 -0.750 0.3967
H -1.142 -1.262 -0.266 0.4389
H 2.403 -1.389 -1.636 0.3919
H 3.519 -0.256 -1.237 0.3770
H 4.566 0.529 0.168 0.3759
H 3.986 1.810 1.177 0.4054
H -3.113 -1.052 -0.405 0.3010
H 0.188 0.143 1.078 0.2421

---

b | 20
Properties=species:S:1:pos:R:3:nbo_charge:R:1 method="wB97M-V/def2-TZVPD" total_charge=+1 spin_multiplicity=1 orbital_gap_ev=10.621
C 3.542 0.434 -0.550 -0.1665
C 2.383 0.209 -0.315 0.0699
C 0.148 -0.673 0.049 0.6726
N 0.536 -1.959 -0.044 -0.4252
N 1.056 0.330 -0.053 -0.2907
N -1.114 -0.394 0.271 -0.7699
N -0.431 -2.964 0.031 -0.6523
N 0.567 1.639 0.149 -0.6268
N -2.485 1.909 0.146 -1.0575
H 4.571 0.480 -0.755 0.2589
H 1.516 -2.170 -0.207 0.4124
H -1.726 -1.197 0.342 0.4306
H -1.539 0.577 0.254 0.4600
H -0.226 -3.617 0.786 0.3838
H -0.493 -3.485 -0.843 0.3813
H 0.850 2.238 -0.623 0.3809
H 0.937 2.027 1.014 0.3787
H -3.011 1.891 -0.722 0.3864
H -1.932 2.758 0.160 0.3858
H -3.148 1.967 0.910 0.3874

---

The structure with the greatest stability is b.